{
  "formula": "C3H10FN3",
  "method": "wB97M-V/def2-TZVPD",
  "elements": ["C", "C", "C", "N", "N", "N", "F", "H", "H", "H", "H", "H", "H", "H", "H", "H", "H"],
  "coordinates": [[-0.081, -0.633, -1.399], [-0.493, -0.387, 0.098], [-0.089, 0.904, 0.845], [0.488, 1.844, 0.016], [-0.828, -1.777, -1.974], [0.813, 0.383, 2.006], [-1.210, -1.294, 0.629], [0.254, 0.243, -2.005], [-1.000, 1.318, 1.424], [0.091, 2.861, 0.183], [1.482, 1.984, -0.174], [-1.549, -2.025, -1.287], [-0.131, -2.523, -1.847], [-1.074, -1.702, -2.972], [1.760, 0.156, 1.475], [1.119, 1.139, 2.602], [0.446, -0.491, 2.380]],
  "forces_ev_per_a": [[-2.8167, 3.0970, 6.4694], [3.2486, 1.2087, -8.7483], [-1.6070, -1.0327, 1.4580], [-0.8169, 4.2201, 0.2620], [2.2205, -0.1779, 1.1421], [3.1423, -0.2721, -3.4197], [-1.0879, -1.3036, 1.6224], [-0.1740, -1.2718, 0.4244], [1.1204, -0.6176, -1.2761], [0.9356, -2.8036, -0.5030], [-0.2684, -0.8764, 0.2127], [-0.7177, -0.0267, -0.8597], [-0.3694, -0.5365, -0.7766], [-0.3735, 0.0322, 0.4513], [-2.0959, 0.0111, 1.4719], [-0.4998, 0.0874, 1.1492], [0.1597, 0.2624, 0.9200]],
  "gap_ev": [9.75, 9.75],
  "max_force_ha_per_bohr": 0.18299,
  "total_charge": 2
}

=====

{
  "formula": "C3H10IN2O",
  "method": "wB97M-V/def2-TZVPD",
  "elements": ["C", "C", "C", "N", "N", "O", "I", "H", "H", "H", "H", "H", "H", "H", "H", "H", "H"],
  "coordinates": [[2.159, -0.981, 0.094], [-0.149, -0.580, 0.782], [0.551, 1.687, -0.319], [0.752, -1.278, 0.114], [-0.663, 0.914, -0.318], [0.904, 2.592, 0.386], [-4.138, -0.345, 0.027], [2.237, -0.102, 0.548], [2.659, -1.711, 0.546], [2.665, -0.858, -0.974], [0.333, 0.015, 1.540], [-1.093, -0.882, 0.750], [1.079, 1.442, -1.285], [-1.341, 1.295, 0.319], [0.532, -1.802, -0.715], [-0.867, 0.472, -1.188], [-5.619, 0.122, -0.306]],
  "forces_ev_per_a": [[-0.6010, 0.2720, -4.8876], [4.9512, 0.5735, -1.3041], [0.4445, 1.4464, -2.6775], [-0.3332, -0.7578, -1.1168], [1.9003, 1.4443, 2.2564], [-1.0807, -1.7227, 0.1256], [0.2814, -0.2038, 0.1122], [1.1328, 3.6892, 2.1681], [2.2611, -2.9309, 2.0683], [-1.5971, -0.2923, 1.9410], [-0.6643, 0.0596, 0.7124], [-3.7477, -1.5160, 0.6161], [0.2109, -0.0233, 0.8770], [-1.0868, 0.2371, -0.4791], [-1.0023, -0.5703, 0.2509], [-0.7985, 0.1252, -0.5645], [-0.2705, 0.1698, -0.0986]],
  "gap_ev": 9.66,
  "max_force_ha_per_bohr": 0.10019,
  "total_charge": 1
}

=====

{
  "formula": "C3H10N",
  "method": "wB97M-V/def2-TZVPD",
  "elements": ["C", "H", "H", "H", "H", "C", "C", "N", "H", "H", "H", "H", "H", "H"],
  "coordinates": [[-0.925, 0.803, 0.673], [-0.708, 3.167, 2.390], [-0.721, 1.835, 0.867], [-1.622, 0.242, 1.281], [-1.185, 2.687, 2.699], [-0.074, -1.182, -0.722], [-0.149, 0.237, -0.384], [1.241, -1.812, -0.910], [-0.873, -1.621, -1.294], [-0.477, 0.769, -1.312], [0.800, 0.797, -0.340], [1.923, -1.466, -0.239], [1.159, -2.816, -0.854], [1.609, -1.640, -1.856]],
  "forces_ev_per_a": [[0.3166, -0.4291, -0.5935], [-0.0633, 0.0452, 0.1691], [-0.6579, 0.4803, -0.1429], [-0.1720, 0.0400, -0.1186], [0.0569, 0.1658, 0.0816], [-1.2312, 0.1836, 0.2651], [1.5084, -0.4549, 0.8985], [-0.1367, 0.9375, -1.2426], [0.1145, -0.2915, 0.0440], [-0.5869, 0.1429, 0.0713], [0.4310, -0.1073, -0.0519], [0.0667, -0.2730, 0.1232], [-0.0097, -0.4741, 0.4497], [0.3637, 0.0346, 0.0469]],
  "gap_ev": 5.67,
  "max_force_ha_per_bohr": 0.03527,
  "total_charge": 1
}

=====

{
  "formula": "C3H10N2",
  "method": "wB97M-V/def2-TZVPD",
  "elements": ["N", "C", "C", "C", "N", "H", "H", "H", "H", "H", "H", "H", "H", "H", "H"],
  "coordinates": [[0.410, 1.424, -0.649], [-0.377, 0.397, 0.126], [-0.334, 0.757, 1.632], [0.157, -0.999, -0.128], [0.310, -1.531, -1.464], [1.384, 1.130, -0.694], [-0.010, 1.269, -1.571], [-1.431, 0.518, -0.151], [-0.902, 0.031, 2.223], [-0.777, 1.744, 1.749], [0.711, 0.736, 1.940], [1.071, -1.146, 0.477], [-0.513, -1.680, 0.424], [-0.590, -1.736, -1.892], [0.892, -0.914, -2.023]],
  "forces_ev_per_a": [[-1.4610, -0.5712, 0.4013], [0.8511, 1.3068, 0.4836], [0.1087, -0.5173, -0.9653], [-0.5745, -1.1082, 1.4334], [0.3696, -0.0550, 0.4232], [-0.0891, -0.0672, -0.1480], [0.6463, 0.4979, -0.4276], [0.2683, -0.2834, -0.3784], [0.0063, -0.0296, 0.0048], [0.1880, 0.0700, 0.1793], [-0.0008, 0.2177, 0.3128], [0.0551, 0.3465, -0.4937], [-0.1647, -0.0960, -0.2632], [0.1108, 0.3557, -0.2089], [-0.3141, -0.0668, -0.3535]],
  "gap_ev": [2.95, 9.23],
  "multiplicity": 2,
  "max_force_ha_per_bohr": 0.03696,
  "total_charge": -1
}

=====

{
  "formula": "C3H10N2",
  "method": "wB97M-V/def2-TZVPD",
  "elements": ["C", "C", "N", "C", "N", "H", "H", "H", "H", "H", "H", "H", "H", "H", "H"],
  "coordinates": [[0.879, -1.717, 0.750], [2.044, -1.052, 0.388], [-0.001, 0.646, -0.013], [-0.864, 1.537, -0.721], [-2.272, 1.442, -0.276], [0.224, -1.982, -0.073], [0.784, -2.259, 1.679], [1.125, -0.400, 0.974], [2.941, -1.129, 0.996], [2.222, -0.755, -0.640], [-0.378, -0.293, -0.127], [-0.554, 2.562, -0.503], [-0.860, 1.409, -1.821], [-2.365, 0.711, 0.408], [-2.925, 1.281, -1.021]],
  "forces_ev_per_a": [[1.2850, -1.5188, -0.7182], [0.6327, -1.5019, -0.5644], [0.5892, -0.5436, 0.6352], [-0.3321, 0.4224, 0.2461], [-0.0780, 0.1936, 0.2323], [-0.4067, 0.4203, 0.4780], [0.0298, 0.3221, 0.2168], [-1.1307, 1.6833, -0.4455], [-0.3829, 0.5420, 0.4543], [-0.4117, 0.1631, 0.3234], [-0.1293, 0.0550, -0.6752], [0.2896, 0.0436, -0.1652], [0.1328, -0.0116, 0.1199], [0.0024, -0.1215, 0.1705], [-0.0902, -0.1479, -0.3079]],
  "gap_ev": 6.09,
  "max_force_ha_per_bohr": 0.04113
}

=====

{
  "formula": "C3H10N2",
  "method": "wB97M-V/def2-TZVPD",
  "elements": ["C", "C", "N", "C", "N", "H", "H", "H", "H", "H", "H", "H", "H", "H", "H"],
  "coordinates": [[-0.187, 2.035, 0.985], [-0.623, 0.587, 0.869], [0.398, -0.175, 0.147], [-0.076, -1.297, -0.618], [0.882, -1.586, -1.674], [0.332, 2.384, 0.096], [0.478, 2.109, 1.845], [-0.994, 2.738, 1.128], [-0.771, 0.063, 1.812], [-1.506, 0.495, 0.226], [0.975, 0.320, -0.521], [-1.053, -1.144, -1.113], [-0.307, -2.139, 0.056], [0.679, -2.541, -1.991], [1.774, -1.848, -1.247]],
  "forces_ev_per_a": [[0.2381, -0.1199, 0.7386], [0.4484, -0.4049, -1.7667], [0.7729, -0.5791, -0.2990], [-0.9423, -0.5243, 0.4280], [0.6228, -1.6018, 0.2035], [0.1547, -0.2001, -0.1430], [0.1789, 0.2980, -0.1140], [-0.4576, -0.0085, 0.2372], [-0.3203, 0.3953, 0.1831], [-0.5643, 0.2605, 0.4666], [-0.2628, 0.8069, 0.3057], [0.1349, 0.4976, -0.0563], [0.4290, -0.0883, 0.0442], [-0.5650, 0.4780, -0.5644], [0.1327, 0.7905, 0.3365]],
  "gap_ev": 9.82,
  "max_force_ha_per_bohr": 0.03631
}

=====

{
  "formula": "C3H10N2",
  "method": "wB97M-V/def2-TZVPD",
  "elements": ["C", "C", "H", "H", "H", "H", "N", "C", "N", "H", "H", "H", "H", "H", "H"],
  "coordinates": [[-0.729, 0.461, 4.344], [-0.988, 0.211, 3.063], [-0.594, 1.475, 4.682], [-0.552, -0.404, 4.942], [-0.905, 0.969, 2.297], [-1.371, -0.770, 2.774], [0.447, 0.180, -3.519], [1.077, -0.614, -2.512], [0.427, -0.347, -1.178], [-0.187, -0.278, -4.148], [0.200, 1.134, -3.340], [1.065, -1.684, -2.700], [2.165, -0.435, -2.489], [0.510, 0.652, -1.025], [-0.563, -0.550, -1.189]],
  "forces_ev_per_a": [[0.1511, -0.0503, -1.3425], [-0.4418, -0.0772, 0.2068], [0.4972, -0.0414, 0.2905], [-0.4611, -0.0941, 1.0489], [-0.4602, 0.1478, -0.0282], [0.7207, 0.1130, -0.1799], [0.3147, -0.6752, -1.7072], [-0.7218, 0.6321, 1.4574], [1.5748, -0.2553, -0.2811], [-0.1058, 0.0138, 0.1224], [0.0883, 0.0267, 0.3585], [-0.6746, -0.0259, -0.3812], [-0.3978, 0.5110, 0.5818], [-0.0261, -0.0711, 0.2148], [-0.0575, -0.1537, -0.3610]],
  "gap_ev": 9.68,
  "max_force_ha_per_bohr": 0.03622
}

=====

{
  "formula": "C3H10N2",
  "method": "wB97M-V/def2-TZVPD",
  "elements": ["C", "N", "H", "H", "H", "C", "N", "C", "H", "H", "H", "H", "H", "H", "H"],
  "coordinates": [[-2.145, -0.141, -0.554], [-2.179, 0.115, 0.683], [-1.796, -1.127, -0.859], [-2.450, 0.568, -1.326], [-2.518, 1.067, 0.834], [1.508, -0.691, 1.003], [1.370, 0.538, 0.233], [1.306, 0.284, -1.191], [2.426, -1.196, 0.701], [0.662, -1.384, 0.884], [1.600, -0.449, 2.062], [0.520, 1.011, 0.520], [0.482, -0.368, -1.517], [1.212, 1.218, -1.745], [2.232, -0.193, -1.521]],
  "forces_ev_per_a": [[-0.0161, -0.0947, 0.1816], [0.0405, 0.1972, -0.0137], [-0.0517, 0.0706, -0.1386], [0.0468, -0.0916, -0.0944], [-0.0183, -0.0723, 0.0652], [-0.0662, 0.1139, 0.1059], [-0.1596, -0.0365, 0.0040], [0.1439, 0.0363, -0.2898], [0.0066, -0.0552, -0.0287], [0.0676, -0.0074, -0.0503], [-0.0290, -0.0128, -0.0272], [0.1009, -0.0319, 0.0377], [-0.0807, -0.1155, 0.1270], [0.0188, 0.0715, 0.0659], [-0.0035, 0.0284, 0.0554]],
  "gap_ev": 9.78,
  "max_force_ha_per_bohr": 0.00633
}

=====

no.,molar mass (g/mol)
1,107.132
2,217.030
3,60.120
4,74.127
5,74.127
6,74.127
7,74.127
8,74.127